Entry 1:
C41H57KN10O5PSSi as an isolated structure. Source: the OMol25 dataset; level of theory: ωB97M-V/def2-TZVPD.

The geometry in XYZ format:
```
117
Properties=species:S:1:pos:R:3:mulliken_charge:R:1
K 0.88331 0.67411 0.33094 1.0851
C 2.43152 -2.80931 -2.72860 -0.7113
C 3.18649 -1.77853 -2.18080 0.1654
C 3.05611 -1.48807 -0.84537 -0.6793
C 2.16566 -2.24870 -0.06078 0.2449
N 1.38703 -3.19657 -0.60342 -0.5810
C 1.53957 -3.45321 -1.89616 -0.4142
N 2.28564 -2.19325 1.27892 -0.3403
C 1.65658 -1.69282 2.26643 -0.2224
N 0.54795 -0.90335 2.31458 0.0247
C 0.21577 -0.73190 3.60460 -0.2902
N -0.71603 -0.03977 4.19415 -0.4711
C -1.57351 0.85926 3.66419 0.1549
C -2.22635 1.67402 4.62157 -0.6170
C -3.05312 2.68932 4.21191 -0.4156
C -3.23833 2.88430 2.84705 -1.3921
C -2.60618 2.00948 1.98324 -0.0628
N -1.81764 1.01306 2.35325 0.3636
C 1.16925 -1.45060 4.48542 0.1147
C 1.27110 -1.56385 5.85642 -0.0816
C 2.38285 -2.22204 6.36065 -0.6218
C 3.35013 -2.75071 5.51717 -0.6560
C 3.22375 -2.67137 4.13729 -0.0612
C 2.12413 -2.00466 3.63726 -0.0490
H 2.52164 -3.08410 -3.76722 0.2472
H 3.87961 -1.22005 -2.78940 0.5279
H 3.65017 -0.72480 -0.35933 0.4559
H 0.91275 -4.25234 -2.28018 0.5700
H -2.03277 1.48691 5.66701 0.4777
H -3.56056 3.31754 4.93340 0.3854
H -3.85317 3.68232 2.46062 0.5268
H -2.74663 2.13375 0.91965 0.4211
H 0.51303 -1.14187 6.49954 0.5203
H 2.51398 -2.31914 7.42887 0.3823
H 4.21415 -3.23507 5.94944 0.3897
H 3.96367 -3.10338 3.48182 0.5348
C 2.24799 4.80734 2.15871 -1.0128
N 1.12757 4.56878 1.28626 0.3321
C 0.09366 5.43387 1.14300 -0.0552
C -0.97923 5.12520 0.39695 -1.3302
C -1.05702 3.79714 -0.20018 0.5811
O -2.07859 3.40240 -0.77293 -0.7955
N 0.02466 2.99779 -0.08408 0.3539
C 1.09354 3.33723 0.60415 0.0868
O 2.08482 2.60600 0.71073 -0.9066
H 2.21282 5.82789 2.53526 0.3470
H 3.17228 4.63934 1.60460 0.2699
H 2.22939 4.09763 2.99085 0.2723
H 0.19200 6.38673 1.65211 0.3210
H -1.80663 5.80496 0.26806 0.4676
C -3.40500 -2.60771 -1.05301 -0.9155
N -3.08190 -1.48731 -0.10447 0.4686
C -3.77490 -0.23315 -0.60092 -0.7710
N -3.44290 0.05170 -1.93993 0.3809
C -3.76495 -1.06221 -2.79885 -1.1277
N -3.07539 -2.27704 -2.39046 0.2616
C -1.64046 -2.17098 -2.61770 -1.1958
P -0.76698 -0.75631 -1.73912 1.1538
C -1.61612 -1.26800 -0.06209 -0.3849
C -2.07349 0.51389 -2.12604 0.8079
H -4.48293 -2.80578 -0.97895 0.3337
H -2.83606 -3.49115 -0.74610 0.3978
H -3.41923 -1.70484 0.83397 0.4211
H -3.46719 0.59053 0.04312 -0.0814
H -4.85403 -0.41497 -0.50836 0.4191
H -3.47931 -0.81908 -3.82295 0.3320
H -4.84656 -1.24898 -2.75579 0.3326
H -1.46881 -2.03011 -3.68485 0.3901
H -1.16600 -3.10632 -2.31689 0.2420
H -1.40052 -0.51853 0.70298 -0.5263
H -1.13011 -2.19547 0.25630 0.4866
H -1.94903 0.80241 -3.17187 0.2941
H -1.91178 1.40693 -1.51560 -0.8866
C 3.40307 2.27145 -6.46498 -1.6383
C 2.85806 2.36414 -5.03469 1.8428
C 3.21957 3.71767 -4.41161 -1.7116
C 3.41347 1.21544 -4.19517 -1.7193
O 1.45663 2.34093 -5.07694 1.3102
Si 0.33178 1.17502 -5.24131 -1.2488
S 0.49702 -0.47376 -3.98070 -0.0976
O 0.46058 0.68845 -6.80772 -0.7199
C 0.01529 -0.50049 -7.41343 1.8560
C -0.20963 -0.16887 -8.89246 -1.9142
C 1.09672 -1.57026 -7.24202 -1.2791
C -1.28848 -1.00182 -6.79350 -1.3549
O -1.10671 1.92894 -5.06343 0.1152
C -1.40827 3.30812 -5.05963 2.2345
C -2.93682 3.40910 -5.12263 -2.0464
C -0.77418 4.00659 -6.26449 -1.6431
C -0.88836 3.94059 -3.77309 -1.2875
H 4.49033 2.21181 -6.46072 0.4089
H 3.08153 3.13746 -7.04086 0.3406
H 2.98962 1.38257 -6.93157 0.1933
H 4.29661 3.85676 -4.39271 0.4393
H 2.83039 3.76436 -3.39783 0.2614
H 2.75661 4.51676 -4.98787 0.3154
H 4.50044 1.26336 -4.15855 0.5758
H 3.10090 0.27264 -4.63706 0.3427
H 3.01035 1.26286 -3.18457 0.2635
H 0.70909 0.20654 -9.33765 0.3347
H -0.96179 0.61188 -8.97321 0.3676
H -0.55126 -1.05123 -9.42929 0.4101
H 2.00888 -1.28307 -7.75917 0.3816
H 0.75511 -2.52527 -7.62982 0.4426
H 1.30654 -1.66112 -6.17880 0.0299
H -2.00013 -0.18564 -6.72249 0.2092
H -1.07225 -1.35726 -5.79241 -0.0284
H -1.71050 -1.81035 -7.38392 0.6121
H -3.30394 3.00304 -6.06394 0.4040
H -3.24687 4.44776 -5.03672 0.4008
H -3.36962 2.83974 -4.30307 0.2468
H -1.11258 3.55024 -7.19124 0.3087
H 0.30178 3.88767 -6.20604 0.1280
H -1.02732 5.06521 -6.25827 0.4710
H -1.35018 3.47315 -2.90987 0.1894
H -1.09973 5.00744 -3.76032 0.6794
H 0.18256 3.78077 -3.71594 -0.1155
```

The total charge is -1. The calculation puts the frontier orbital gap at 6.201 eV.

Entry 2:
C14H32O12V as an isolated structure. Source: the OMol25 dataset; level of theory: ωB97M-V/def2-TZVPD.

The geometry in XYZ format:
```
59
Properties=species:S:1:pos:R:3:mulliken_charge:R:1
O -0.15389 -2.69556 -3.18017 -0.9305
V 1.28609 -2.10594 -2.70900 1.4596
O 1.08875 -1.42343 -1.32385 -0.8790
C 4.40853 -1.22458 -6.36595 0.6912
O 4.39332 -0.70504 -5.27538 -0.6196
O 5.52343 -1.48444 -6.72644 -0.6409
O 3.68451 -2.26339 -6.43971 -0.6857
C 4.72843 -5.42695 -0.83500 0.7010
O 3.54208 -5.43619 -1.09135 -0.5990
O 5.14707 -6.43801 -0.25759 -0.7215
O 5.46007 -4.46934 -1.07908 -0.6765
C -2.73114 3.13361 2.78238 -1.3077
C -3.27184 3.18321 4.22867 0.3411
C -4.76462 2.97446 4.41115 -1.2526
O -2.53593 2.31300 5.08331 -0.4265
H -3.34596 3.62698 2.02959 0.3533
H -2.64016 2.13776 2.34864 0.3677
H -1.72415 3.55009 2.80734 0.3121
H -3.07136 4.20705 4.54441 0.1814
H -5.35477 3.68874 3.83702 0.3965
H -4.97841 3.32671 5.42027 0.3197
H -5.03223 1.91783 4.40537 0.3332
H -2.37530 2.84274 5.86764 0.2977
C -3.08203 -7.00257 3.34276 -1.3506
C -1.91853 -6.09356 2.98416 0.3576
C -2.07649 -4.75162 3.71697 -1.1946
O -0.71106 -6.61398 3.42634 -0.5221
H -3.93861 -7.08736 2.67405 0.3716
H -3.59144 -6.92979 4.30364 0.3164
H -2.70616 -8.02522 3.37425 0.4083
H -1.89385 -6.06616 1.89478 0.3125
H -2.95403 -4.25644 3.30126 0.3493
H -1.38993 -3.96059 3.41532 0.3595
H -2.14922 -4.82245 4.80224 0.2881
H -0.88601 -6.99258 4.29101 0.3026
C -3.31871 2.88419 -7.29606 -1.1596
C -3.10210 2.63498 -5.82448 0.4297
C -4.16790 1.70651 -5.09051 -1.2815
O -1.89049 2.02016 -5.57945 -0.4992
H -3.36357 1.90655 -7.77598 0.2907
H -2.48210 3.40361 -7.76339 0.3112
H -4.23410 3.47318 -7.35310 0.3238
H -3.06267 3.61536 -5.34971 0.2570
H -4.22895 0.70907 -5.52578 0.3378
H -5.16921 2.11182 -5.23615 0.3506
H -3.97854 1.53670 -4.03060 0.3260
H -1.19548 2.68021 -5.52573 0.3018
C 4.77615 3.91535 1.20705 -1.2607
C 6.21269 3.53882 1.08355 0.2414
C 6.79169 3.24841 2.40383 -1.1739
O 6.20698 2.36039 0.36046 -0.5321
H 4.30513 3.88148 0.22465 0.3552
H 4.54088 4.88868 1.63759 0.3619
H 4.18108 3.22222 1.80166 0.3492
H 6.83352 4.21279 0.49327 0.3169
H 7.79812 2.83554 2.33513 0.3171
H 6.08037 2.63854 2.96079 0.3183
H 6.80033 4.19407 2.94581 0.3263
H 5.68172 1.75434 0.88811 0.3786
```

The total charge is -3. The value obtained for the relative energy (zero: lowest compared OMol25 entry of this formula, charge and spin) is 14.259 eV. The calculation puts the frontier orbital gap at 1.007 eV.

Entry 3:
C32H47N3O3P2STa as an isolated structure. Source: the OMol25 dataset; level of theory: ωB97M-V/def2-TZVPD.

The geometry in XYZ format:
```
89
Properties=species:S:1:pos:R:3:mulliken_charge:R:1
Ta 0.32398 -0.19854 -0.61124 0.1356
C -3.64523 3.09477 -0.89899 -1.5711
C -2.15167 2.98660 -1.21405 0.6829
C -1.32258 3.61380 -0.10095 -1.5942
P -1.66467 1.24727 -1.60536 1.4311
C -2.07001 0.95715 -3.38720 0.5407
C -0.95895 1.55588 -4.25527 -1.2866
C -3.41345 1.51544 -3.86943 -1.6651
C -2.60779 0.05945 -0.56798 0.4159
C -3.81714 -0.53174 -0.92964 -1.5495
C -4.43679 -1.42907 -0.07629 -0.9896
C -3.85008 -1.78523 1.13606 -1.0638
C -2.62431 -1.25882 1.49723 -0.1981
C -2.01517 -0.34259 0.64587 -0.0615
N -0.71605 0.20017 0.95182 2.1407
C -0.50423 1.06036 2.06652 0.4112
C -1.51868 1.39439 2.95133 -0.5596
C -1.27187 2.31487 3.96183 -0.9526
C -0.02896 2.91711 4.08294 -1.0414
C 0.98545 2.58308 3.19603 -0.9377
C 0.76187 1.65145 2.18956 0.1322
P 2.04865 1.05783 1.06916 0.3635
C 3.12815 2.42461 0.47511 0.5958
C 2.34711 3.55245 -0.18320 -1.5803
C 4.17067 1.83020 -0.47503 -1.3459
C 3.09335 -0.08468 2.09722 0.7834
C 4.16493 0.65053 2.90641 -1.4850
C 2.19092 -0.89355 3.03139 -1.3918
H -3.90971 4.14945 -0.81912 0.4979
H -3.86463 2.62541 0.06189 0.3191
H -4.28698 2.64754 -1.65223 0.3220
H -1.92719 3.50635 -2.15283 0.6935
H -1.55259 3.16613 0.86606 0.3262
H -1.56356 4.67491 -0.03197 0.5970
H -0.25490 3.52348 -0.28851 0.0456
H -2.07576 -0.13292 -3.49155 0.3764
H -0.99857 2.64645 -4.25131 0.3986
H -1.08944 1.23191 -5.28708 0.4898
H 0.04163 1.25995 -3.93741 0.0715
H -3.43276 2.60379 -3.81700 0.3808
H -4.27634 1.13130 -3.33252 0.3310
H -3.53543 1.24228 -4.91783 0.5100
H -4.29099 -0.28811 -1.86833 0.3011
H -5.39139 -1.85592 -0.35337 0.5266
H -4.35175 -2.48652 1.78914 0.5537
H -2.13716 -1.54768 2.42006 0.7436
H -2.50539 0.96300 2.84997 0.5511
H -2.06564 2.57456 4.64918 0.4521
H 0.15119 3.64231 4.86431 0.5093
H 1.95421 3.05891 3.29151 0.5587
H 3.64046 2.81940 1.35672 0.8247
H 1.82994 3.20969 -1.08709 0.1975
H 3.03556 4.34052 -0.48897 0.5942
H 1.61911 3.99225 0.49607 0.3230
H 3.69139 1.43699 -1.37798 0.1069
H 4.76398 1.03656 -0.02226 0.3286
H 4.85872 2.61053 -0.79994 0.5190
H 3.58846 -0.74819 1.38155 0.3780
H 3.71356 1.32401 3.63715 0.3028
H 4.86332 1.21498 2.29335 0.3974
H 4.74406 -0.08667 3.46333 0.4916
H 1.79798 -0.25517 3.82238 0.4187
H 2.76991 -1.68836 3.50165 0.5323
H 1.33546 -1.34640 2.52098 -0.0791
N 1.69016 -0.25409 -2.55935 -0.5390
N 1.22827 -1.37103 -3.28330 -0.1587
C 0.13536 -2.08169 -2.84074 0.1608
O -0.26237 -3.09073 -3.32319 -0.5153
O -0.48357 -1.43951 -1.80960 -0.5027
H 1.72263 0.57077 -3.15765 0.3299
H 2.64226 -0.43740 -2.23845 0.4011
H 1.73071 -1.66014 -4.11060 0.2699
C 3.27047 -3.77551 -0.50918 -1.1754
S 2.08829 -3.00015 0.58166 0.4942
O 1.65516 -1.74596 -0.30654 -0.5269
C 0.72470 -4.09917 0.59029 0.6751
C 0.10678 -4.22660 1.83651 -0.2746
C -0.95352 -5.10627 1.97040 -0.7639
C -1.38214 -5.83912 0.86997 -0.5421
C -0.76019 -5.70055 -0.36859 -0.9324
C 0.30421 -4.83103 -0.51759 -0.2091
H 2.83638 -3.94060 -1.49204 0.3768
H 3.55061 -4.72323 -0.04812 0.5015
H 4.13979 -3.12281 -0.56230 0.4093
H 0.47616 -3.67233 2.69144 0.5506
H -1.42905 -5.23859 2.93251 0.4936
H -2.20159 -6.53724 0.97844 0.4688
H -1.09984 -6.28166 -1.21465 0.4809
H 0.78407 -4.73527 -1.48117 0.2771
```

The total charge is +3. The value obtained for the relative energy (zero: lowest compared OMol25 entry of this formula, charge and spin) is 0.570 eV. The calculation puts the frontier orbital gap at 6.832 eV.

Entry 4:
C21H44N5O12P2S2SbSi3Ti as an isolated structure. Source: the OMol25 dataset; level of theory: ωB97M-V/def2-TZVPD.

The geometry in XYZ format:
```
91
Properties=species:S:1:pos:R:3:mulliken_charge:R:1
Ti 0.54301 0.06088 0.33515 1.7722
N 1.71263 1.56425 -2.66661 -0.1815
N 0.57229 2.38987 -2.62627 -0.2217
C -0.44300 2.06827 -1.71724 -0.0179
O -1.26725 2.93287 -1.43270 -0.7717
O -0.44138 0.85455 -1.28867 0.0355
H 2.34629 1.77318 -1.89507 0.0232
H 2.16853 1.69437 -3.55882 0.2508
H 0.72445 3.39107 -2.62579 0.3018
O 2.24988 -3.63514 1.12988 -0.2880
P 2.39181 -2.22500 1.91555 0.7355
O 2.90579 -2.47542 3.26843 -0.8177
O 1.09277 -1.46977 1.70394 -0.8175
O 3.44957 -1.49768 0.93041 -0.2855
P 3.66596 0.10690 0.91157 0.1218
O 4.98607 0.26360 0.00660 -0.6283
O 3.90084 0.65509 2.25312 -0.7235
O 2.51825 0.63754 0.07575 0.0833
H 2.55625 -4.31467 1.73270 0.2311
H 4.85409 -0.12920 -0.85956 0.2878
C -1.76284 -2.62197 -5.00054 -1.1650
Si -1.07465 -1.31371 -3.82369 0.9051
C -2.60236 -0.45888 -3.12932 -0.7996
C -0.12132 -0.12338 -4.92427 -1.1100
Sb 0.57649 -2.06604 -1.95132 -0.6164
Si -1.32650 -3.21142 -0.66232 0.6121
C -2.50776 -4.13502 -1.82536 -0.9836
C -2.32329 -1.87673 0.21531 -0.7668
C -0.82712 -4.43577 0.67126 -0.9052
Si 1.59982 -4.22575 -2.90952 0.6290
C 2.17002 -5.37838 -1.53476 -1.0072
C 0.66377 -5.29578 -4.15900 -1.2900
C 3.17113 -3.69164 -3.81464 -1.2045
H -2.25366 -2.04973 -5.79757 0.3932
H -2.50645 -3.28329 -4.55528 0.3116
H -1.00145 -3.24015 -5.47267 0.2722
H -3.00857 0.12855 -3.96227 0.4459
H -2.39396 0.22045 -2.30491 -0.1183
H -3.36724 -1.17583 -2.82270 0.3321
H -0.67594 -0.01012 -5.86362 0.4293
H 0.88143 -0.48618 -5.15913 0.2281
H -0.02352 0.85488 -4.45183 0.2281
H -3.18399 -3.45046 -2.34191 0.2983
H -3.11955 -4.80171 -1.20519 0.4093
H -2.01059 -4.74457 -2.58101 0.0752
H -2.50363 -0.98665 -0.39067 -0.0581
H -1.82861 -1.56465 1.14150 0.1795
H -3.29916 -2.28803 0.49852 0.5530
H -0.22145 -5.27037 0.31730 0.1932
H -1.77573 -4.83346 1.05463 0.4000
H -0.29741 -3.94405 1.48527 0.1040
H 1.37307 -5.92669 -1.03174 0.3158
H 2.72828 -4.82451 -0.77850 0.1581
H 2.83504 -6.10441 -2.01888 0.4156
H -0.24185 -5.78015 -3.79203 0.3260
H 1.39267 -6.07992 -4.40287 0.4243
H 0.42175 -4.77719 -5.08307 0.3522
H 3.90276 -3.30243 -3.10244 0.2982
H 2.99262 -2.90448 -4.55050 0.3173
H 3.62359 -4.54266 -4.33416 0.3743
C 3.30977 3.99050 1.40241 -0.5164
S 2.43623 4.16285 -0.16583 -0.0802
C 0.86765 4.83661 0.41375 -0.4429
H 2.58327 3.94542 2.21371 0.0499
H 3.98071 4.82953 1.58309 0.3948
H 3.86752 3.05410 1.42069 0.1333
H 1.00518 5.79615 0.91190 0.4379
H 0.37840 4.13863 1.09245 -0.2034
H 0.21667 4.96418 -0.45076 0.2914
O -1.46697 6.33620 8.55742 -0.6965
S -1.08191 6.53869 7.17017 1.1816
O 0.28149 6.16303 6.85230 -0.6673
O -1.52462 7.79992 6.59146 -0.6981
C -2.12060 5.33608 6.26836 0.1079
N -3.41789 5.34883 6.58255 -0.5077
C -4.18182 4.49997 5.91773 -0.3052
C -3.69418 3.64412 4.94453 -0.6473
C -2.33222 3.71730 4.68203 0.2422
N -1.55250 4.56183 5.35433 -0.3712
C -1.68243 2.85833 3.66467 1.5398
C -0.30959 2.64511 3.66157 -0.6380
C 0.25471 1.80900 2.71764 -1.0461
N -0.45700 1.16971 1.76997 0.5731
C -1.77351 1.42151 1.74556 -0.5673
C -2.40634 2.23086 2.66358 -1.1440
H -5.23843 4.49208 6.17074 0.3925
H -4.34971 2.94857 4.44137 0.3243
H 0.31501 3.13791 4.39538 0.6137
H 1.32294 1.61597 2.70555 0.6697
H -2.32005 0.97151 0.92863 0.2214
H -3.47047 2.39220 2.55455 0.3118
```

Its spin multiplicity is 3. The total charge is -2. The value obtained for the relative energy (zero: lowest compared OMol25 entry of this formula, charge and spin) is 1.208 eV. The calculation puts the frontier orbital gap (alpha / beta) at 5.370 / 7.423 eV.

| no. | F_max (eV Å⁻¹) |
| --- | --- |
| 1 | 1.523 |
| 2 | 9.676 |
| 3 | 1.026 |
| 4 | 1.108 |